# 1
{
  "formula": "C3H8N4O4",
  "method": "wB97M-V/def2-TZVPD",
  "e_above_lowest_kj_mol": 344.6,
  "homo_lumo_gap_ev": 9.23,
  "smiles": "NCC(CN)([N+](=O)[O-])[N+](=O)[O-]",
  "lumo_energy_ev": -0.838,
  "species": ["N", "C", "C", "C", "N", "N", "O", "O", "N", "O", "O", "H", "H", "H", "H", "H", "H", "H", "H"],
  "xyz": [[-1.301, 1.605, -1.220], [-0.367, 0.515, -1.355], [0.405, -0.025, -0.085], [-0.381, -0.386, 1.155], [-1.000, -1.659, 1.163], [1.252, 1.209, 0.412], [2.357, 1.380, -0.054], [0.727, 1.931, 1.232], [1.371, -1.114, -0.265], [1.095, -2.080, -0.976], [2.305, -1.047, 0.576], [-2.268, 1.459, -1.475], [-1.084, 1.957, -0.272], [0.436, 0.677, -2.095], [-0.934, -0.331, -1.759], [-1.147, 0.481, 1.260], [0.356, -0.367, 2.041], [-1.466, -1.818, 0.282], [-0.358, -2.388, 1.434]],
  "lowdin_charge": [0.032, -0.193, -0.265, -0.240, 0.042, -0.333, 0.110, 0.080, -0.295, 0.110, 0.081, 0.083, 0.069, 0.125, 0.120, 0.148, 0.162, 0.080, 0.084]
}

---

# 2
{
  "formula": "C30H21F2N6ORu",
  "method": "wB97M-V/def2-TZVPD",
  "homo_lumo_gap_ev": [6.44, 6.50],
  "lumo_energy_ev": [-4.703, -4.658],
  "total_charge": 1,
  "species": ["Ru", "C", "C", "C", "C", "N", "C", "N", "C", "N", "C", "N", "C", "C", "C", "C", "C", "N", "C", "C", "C", "C", "C", "C", "H", "H", "H", "H", "H", "H", "H", "H", "H", "H", "H", "H", "F", "C", "C", "C", "C", "C", "F", "C", "C", "C", "C", "C", "C", "N", "H", "H", "H", "H", "H", "H", "C", "O", "H", "H", "H"],
  "xyz": [[-0.445, -0.373, -0.291], [-1.145, 3.147, -2.696], [-0.927, 4.227, -1.840], [-0.769, 3.976, -0.503], [-0.793, 2.660, -0.005], [-0.928, 1.613, -0.854], [-1.133, 1.887, -2.169], [-0.755, 2.574, 1.365], [-0.605, 1.510, 2.058], [-0.288, 0.240, 1.629], [-0.422, -0.639, 2.694], [-0.336, -1.909, 2.701], [0.086, -2.688, 1.643], [0.410, -4.005, 1.997], [0.964, -4.862, 1.082], [1.204, -4.390, -0.205], [0.829, -3.110, -0.511], [0.245, -2.262, 0.369], [-0.735, 0.147, 3.901], [-0.936, -0.241, 5.211], [-1.217, 0.762, 6.131], [-1.298, 2.099, 5.742], [-1.103, 2.478, 4.421], [-0.816, 1.475, 3.515], [-1.319, 3.281, -3.754], [-0.910, 5.241, -2.216], [-0.646, 4.767, 0.222], [-1.291, 1.034, -2.809], [0.228, -4.292, 3.021], [1.223, -5.875, 1.361], [1.662, -5.006, -0.965], [0.985, -2.729, -1.506], [-0.877, -1.281, 5.501], [-1.380, 0.505, 7.169], [-1.520, 2.851, 6.487], [-1.172, 3.511, 4.107], [-1.557, -2.557, -5.111], [-0.686, -1.864, -4.374], [-1.001, -1.595, -3.052], [-0.102, -0.876, -2.279], [1.115, -0.454, -2.833], [1.378, -0.757, -4.166], [2.535, -0.377, -4.729], [0.495, -1.455, -4.961], [2.030, 0.217, -1.905], [3.258, 0.788, -2.227], [4.024, 1.362, -1.231], [3.562, 1.355, 0.075], [2.334, 0.789, 0.331], [1.575, 0.238, -0.630], [-1.937, -1.970, -2.662], [0.725, -1.680, -5.992], [3.604, 0.778, -3.246], [4.979, 1.808, -1.475], [4.136, 1.782, 0.884], [1.927, 0.762, 1.329], [-3.341, -0.493, -0.785], [-2.152, -0.999, -0.198], [-3.932, -1.341, -1.129], [-3.134, 0.180, -1.616], [-3.907, 0.038, -0.018]],
  "lowdin_charge": [1.466, -0.037, -0.034, 0.007, -0.291, 0.015, -0.123, 0.182, -0.284, -0.026, -0.270, 0.184, -0.285, 0.010, -0.032, -0.038, -0.098, 0.017, -0.100, 0.008, -0.050, -0.051, 0.006, -0.102, 0.117, 0.120, 0.121, 0.096, 0.121, 0.120, 0.116, 0.097, 0.121, 0.112, 0.112, 0.120, 0.098, -0.259, -0.036, -0.242, -0.143, -0.203, 0.088, 0.087, -0.182, 0.025, -0.023, -0.031, -0.093, -0.012, 0.112, 0.142, 0.115, 0.122, 0.118, 0.104, -0.127, -0.360, 0.092, 0.064, 0.097]
}